Computed, not measured: C3H3N3O2 in the gas phase in a non-equilibrium geometry, with ωB97M-V/def2-TZVPD.

## Properties
SMILES: O=c1nc[nH]c(O)n1
LUMO level: -0.19 eV
E_tot: -11722.577 eV
HOMO: -0.33824 Eh
HOMO-LUMO gap: 0.33130 hartree
Energy above the lowest of the compared OMol25 structures with the same formula, charge and spin: 326.1 kJ/mol
Molecular weight: 113.1 g/mol

Each atom is followed by the atoms it is bonded to, with distances in Å.
Element x y z (Å)
1 C -0.742 -0.477 0.042  N7 1.351, N9 1.402, O10 1.321
2 C 1.395 -0.592 0.138  N7 1.359, N8 1.354, O11 1.347
3 C 0.507 1.440 -0.030  H5 1.157, N8 1.358, N9 1.375
4 H -1.875 -1.979 -0.142  O10 0.911
5 H 0.876 2.489 -0.350  C3 1.157
6 H -1.738 1.214 -0.149  N9 1.021
7 N 0.267 -1.307 0.388  C1 1.351, C2 1.359
8 N 1.551 0.716 0.451  C2 1.354, C3 1.358
9 N -0.763 0.918 -0.097  C1 1.402, C3 1.375, H6 1.021
10 O -1.913 -1.088 0.040  C1 1.321, H4 0.911
11 O 2.434 -1.335 -0.292  C2 1.347

***

Computed, not measured: 2 unconnected molecules or ions with the total composition C3H13N2OS in a non-equilibrium geometry, with ωB97M-V/def2-TZVPD.

## Properties
LUMO level: -3.18 eV
E_tot: -19177.400 eV
HOMO: -0.48854 Eh
HOMO-LUMO gap: 0.37156 hartree
Total charge: +1
Energy above the lowest of the compared OMol25 structures with the same formula, charge and spin: 151.1 kJ/mol
Molecular weight: 125.2 g/mol

Each atom is followed by the atoms it is bonded to, with distances in Å.
Element x y z (Å)
1 N 0.454 0.027 -0.651  C2 1.518, H7 1.075, H8 1.063, H9 1.037
2 C -0.073 -0.122 0.765  N1 1.518, C3 1.622, C5 1.566, H10 1.216
3 C -1.488 0.610 1.070  C2 1.622, S4 1.822, H11 1.104, H12 1.046
4 S -1.542 1.974 -0.137  C3 1.822, H13 1.426
5 C -0.297 -1.641 1.073  C2 1.566, N6 1.514, H14 1.104, H15 1.085
6 N 0.830 -2.472 0.498  C5 1.514, H16 1.027, H17 1.036
7 H 1.341 -0.578 -0.683  N1 1.075
8 H -0.200 -0.362 -1.393  N1 1.063
9 H 0.549 1.036 -0.869  N1 1.037
10 H 0.722 0.464 1.475  C2 1.216
11 H -2.241 -0.194 1.006  C3 1.104
12 H -1.472 0.962 2.054  C3 1.046
13 H -2.172 1.249 -1.191  S4 1.426
14 H -1.239 -1.941 0.583  C5 1.104
15 H -0.533 -1.745 2.127  C5 1.085
16 H 0.553 -3.047 -0.307  N6 1.027
17 H 1.176 -3.183 1.168  N6 1.036
18 H 3.168 -0.887 -1.757  O20 0.909
19 H 3.205 0.633 -2.487  O20 0.998
20 O 2.997 0.006 -1.739  H18 0.909, H19 0.998

***

Computed, not measured: C17H13ClO4 in the gas phase in a non-equilibrium geometry, with ωB97M-V/def2-TZVPD.

## Properties
SMILES: O=c1ccc2ccc(OCCOc3cccc(Cl)c3)cc2o1
LUMO level: 0.09 eV
E_tot: -38552.101 eV
HOMO: -0.31562 Eh
HOMO-LUMO gap: 0.31901 hartree
Energy above the lowest of the compared OMol25 structures with the same formula, charge and spin: 0.0 kJ/mol
Molecular weight: 316.7 g/mol

Each atom is followed by the atoms it is bonded to, with distances in Å.
Element x y z (Å)
1 O 0.102 2.748 -5.420  C2 1.205
2 C -0.740 2.611 -4.569  O1 1.205, C3 1.454, O11 1.374
3 C -2.146 2.950 -4.712  C2 1.454, C4 1.347, H35 1.078
4 C -3.022 2.766 -3.706  C3 1.347, C5 1.430, H34 1.081
5 C -2.578 2.226 -2.459  C4 1.430, C6 1.401, C10 1.403
6 C -3.414 2.000 -1.357  C5 1.401, C7 1.369, H33 1.079
7 C -2.915 1.480 -0.194  C6 1.369, C8 1.406, H32 1.078
8 C -1.550 1.161 -0.082  C7 1.406, C9 1.386, O13 1.353
9 C -0.704 1.373 -1.160  C8 1.386, C10 1.393, H12 1.077
10 C -1.217 1.904 -2.341  C5 1.403, C9 1.393, O11 1.349
11 O -0.351 2.093 -3.358  C2 1.374, C10 1.349
12 H 0.348 1.144 -1.128  C9 1.077
13 O -1.168 0.655 1.113  C8 1.353, C14 1.412
14 C 0.190 0.324 1.314  O13 1.412, C15 1.535, H30 1.098, H31 1.097
15 C 0.319 -0.167 2.763  C14 1.535, O16 1.406, H28 1.093, H29 1.096
16 O 1.637 -0.543 3.078  C15 1.406, C17 1.363
17 C 2.122 -1.746 2.659  O16 1.363, C18 1.390, C22 1.397
18 C 1.392 -2.712 1.975  C17 1.390, C19 1.387, H27 1.078
19 C 2.010 -3.904 1.626  C18 1.387, C20 1.382, Cl26 1.729
20 C 3.333 -4.158 1.936  C19 1.382, C21 1.386, H25 1.078
21 C 4.050 -3.188 2.619  C20 1.386, C22 1.379, H24 1.079
22 C 3.458 -1.996 2.979  C17 1.397, C21 1.379, H23 1.078
23 H 4.006 -1.236 3.512  C22 1.078
24 H 5.084 -3.369 2.871  C21 1.079
25 H 3.790 -5.091 1.651  C20 1.078
26 Cl 1.086 -5.093 0.775  C19 1.729
27 H 0.357 -2.569 1.711  C18 1.078
28 H 0.082 0.656 3.441  C15 1.093
29 H -0.393 -0.980 2.944  C15 1.096
30 H 0.506 -0.462 0.616  C14 1.098
31 H 0.834 1.201 1.170  C14 1.097
32 H -3.547 1.303 0.661  C7 1.078
33 H -4.462 2.245 -1.440  C6 1.079
34 H -4.067 3.020 -3.816  C4 1.081
35 H -2.433 3.354 -5.669  C3 1.078

***

Computed, not measured: 5 unconnected molecules or ions with the total composition C4H17NO3 in a non-equilibrium geometry, with ωB97M-V/def2-TZVPD.

## Properties
LUMO level: -0.14 eV
E_tot: -12051.943 eV
HOMO: -0.34008 Eh
HOMO-LUMO gap: 0.33485 hartree
Energy above the lowest of the compared OMol25 structures with the same formula, charge and spin: 463.4 kJ/mol
Molecular weight: 127.2 g/mol

Each atom is followed by the atoms it is bonded to, with distances in Å.
Element x y z (Å)
1 C 2.790 0.453 -1.138  C2 1.566, H6 1.090, H7 1.087, H8 1.102
2 C 2.094 -0.319 0.034  C1 1.566, C3 1.527, H9 1.090, H10 1.104
3 C 1.489 0.709 0.987  C2 1.527, C4 1.500, H11 1.097, H12 1.090
4 C -0.008 0.680 0.891  C3 1.500, N5 1.415, H13 1.109, H14 1.195
5 N -0.619 -0.420 1.538  C4 1.415, H15 1.012, H16 0.994
6 H 3.600 1.056 -0.728  C1 1.090
7 H 3.293 -0.211 -1.837  C1 1.087
8 H 2.012 1.093 -1.584  C1 1.102
9 H 2.951 -0.892 0.389  C2 1.090
10 H 1.444 -1.097 -0.402  C2 1.104
11 H 1.808 1.733 0.759  C3 1.097
12 H 1.843 0.476 1.992  C3 1.090
13 H -0.430 1.615 1.310  C4 1.109
14 H -0.499 0.813 -0.190  C4 1.195
15 H -1.561 -0.139 1.778  N5 1.012
16 H -0.587 -1.208 0.932  N5 0.994
17 H -4.193 0.569 1.397  O19 0.966
18 H -3.395 0.913 0.080  O19 0.966
19 O -3.542 1.163 1.002  H17 0.966, H18 0.966
20 H -3.056 -1.038 -2.143  O22 0.967
21 H -1.641 -1.096 -1.451  O22 0.994
22 O -2.448 -0.532 -1.587  H20 0.967, H21 0.994
23 H -0.762 -2.628 -0.668  O25 0.964
24 H -0.289 0.093 -0.700  no bonds
25 O -0.294 -1.785 -0.662  H23 0.964